Record 1
Entry from the OMol25 dataset: a molecular structure, C3H4N2OS2 at a distorted geometry (ωB97M-V/def2-TZVPD).

The calculation puts the total energy at -29868.627 eV. Its HOMO-LUMO gap is 7.2 eV.

```
! RIJCOSX wB97M-V def2-TZVPD def2/J DEFGRID3
* xyz 0 1
C 0.72206 -0.22945 -0.38695
C -1.58053 0.18514 -0.15089
C 0.25343 1.82478 0.58961
H 0.89619 -3.40246 -0.10563
H 1.86752 -0.01974 -0.46260
H -1.45285 -0.88977 -0.58779
H 1.39741 1.82553 0.70162
N 0.35326 -1.37510 -0.55342
N -0.23997 0.69831 -0.06738
O 1.44711 -2.40762 -0.66687
S -2.93211 0.82665 0.55336
S -0.73151 2.96372 1.13695
*
```

Atomic partial charges in e from the Mulliken method, atoms 1 to 5: -0.017, -0.139, 0.049, 0.380, 0.276

=====

Record 2
Entry from the OMol25 dataset: C3H4N2P2 in the gas phase at a distorted geometry (ωB97M-V/def2-TZVPD).

The calculation puts the total energy at -24728.885 eV. Its HOMO-LUMO gap (spin up / spin down) is 6.3 / 7.0 eV.

```
! RIJCOSX wB97M-V def2-TZVPD def2/J DEFGRID3
* xyz 0 1
C -0.54829 1.30785 0.26735
C 0.13188 0.86212 -0.78041
C 1.31868 0.01913 -1.09733
N -0.33710 0.76318 1.48603
N -1.42675 -1.63509 1.22056
P -2.08839 -2.23207 -0.03908
P -0.57233 -0.60463 2.21800
H -1.22161 2.08948 0.13361
H 1.08453 -1.00750 -0.76136
H 2.06314 0.46057 -0.53583
H 1.59625 -0.02304 -2.11155
*
```

Atomic partial charges in e from the Mulliken method, atoms 1 to 5: -0.225, -0.012, -0.781, -0.239, 0.071

=====

Record 3
Entry from the OMol25 dataset: 2 unconnected molecules or ions with the total composition C3H4N2S at a distorted geometry (ωB97M-V/def2-TZVPD).

As for the SMILES: C=C=N.N=C=S. The calculation puts the total energy at -16989.280 eV. Its HOMO-LUMO gap is 9.9 eV.

```
! RIJCOSX wB97M-V def2-TZVPD def2/J DEFGRID3
* xyz 0 1
C -0.75716 0.46553 -1.23036
C 0.39945 0.49411 -0.65117
N 1.51974 0.34784 -0.21014
H -1.58919 -0.05958 -0.79138
H -0.92729 0.97538 -2.16388
H 1.93125 1.00200 0.44264
N 1.27083 -1.45725 2.23674
C 2.38323 -1.20545 1.86192
S 3.88828 -0.87175 1.71304
H 0.42778 -1.69808 1.75612
*
```

Atomic partial charges in e from the Mulliken method, atoms 1 to 5: -0.962, 0.592, -0.419, 0.220, 0.250